[1]
{"formula": "C10H26BF6NO16S2Zr", "method": "the ωB97M-V functional and the def2-TZVPD basis", "species": ["Zr", "C", "F", "F", "F", "S", "O", "O", "N", "S", "O", "O", "C", "F", "F", "F", "C", "C", "O", "O", "H", "H", "H", "C", "C", "O", "O", "H", "H", "H", "B", "H", "H", "H", "H", "C", "C", "C", "O", "C", "O", "O", "H", "H", "H", "H", "H", "H", "O", "H", "H", "O", "H", "H", "O", "H", "H", "O", "H", "H", "O", "H", "H"], "xyz": [[-7.329, -17.177, -13.107], [-6.207, -18.184, -9.043], [-6.516, -19.401, -9.389], [-7.270, -17.477, -8.728], [-5.440, -18.239, -7.984], [-5.221, -17.313, -10.462], [-4.186, -16.578, -9.809], [-4.860, -18.398, -11.334], [-6.369, -16.370, -11.396], [-6.551, -14.955, -10.574], [-7.856, -14.410, -10.830], [-6.269, -15.022, -9.167], [-5.229, -13.852, -11.411], [-5.567, -13.595, -12.662], [-5.192, -12.744, -10.691], [-4.051, -14.456, -11.406], [-4.542, -16.514, -16.314], [-5.551, -16.670, -15.192], [-5.243, -16.526, -13.973], [-6.731, -17.020, -15.402], [-4.284, -17.445, -16.810], [-3.682, -15.928, -16.006], [-5.100, -15.943, -17.063], [-10.015, -18.281, -10.089], [-9.088, -17.948, -11.203], [-9.215, -16.924, -11.929], [-8.087, -18.672, -11.517], [-9.954, -17.527, -9.298], [-9.686, -19.177, -9.564], [-11.057, -18.279, -10.397], [-8.238, -15.027, -13.802], [-7.192, -15.266, -13.479], [-8.201, -14.380, -14.755], [-8.671, -16.027, -14.092], [-8.822, -14.538, -12.955], [-5.362, -13.078, -18.544], [-5.819, -11.980, -17.581], [-6.448, -12.443, -16.272], [-5.688, -11.759, -15.288], [-4.680, -11.064, -15.836], [-3.906, -10.417, -15.200], [-4.607, -11.317, -17.149], [-4.770, -13.802, -17.978], [-4.790, -12.756, -19.406], [-6.270, -13.640, -18.788], [-6.455, -11.284, -18.130], [-6.377, -13.510, -16.059], [-7.484, -12.105, -16.226], [-8.676, -16.213, -17.626], [-8.072, -16.512, -18.314], [-8.230, -16.435, -16.798], [-10.120, -12.545, -12.372], [-9.555, -13.182, -12.843], [-10.892, -12.446, -12.941], [-10.926, -14.983, -10.113], [-10.243, -14.882, -10.790], [-11.183, -14.079, -9.906], [-11.029, -14.683, -15.055], [-11.588, -15.439, -14.847], [-10.129, -14.964, -14.823], [-8.726, -18.435, -14.315], [-9.567, -18.445, -14.791], [-8.505, -19.373, -14.176]], "forces_ev_per_a": [[-0.281, 1.086, -0.744], [0.476, 1.160, -0.282], [-0.355, -0.632, -0.399], [-0.885, -0.049, -0.180], [0.798, 0.064, 0.419], [0.127, -0.989, -0.288], [-0.661, -0.177, -0.546], [-0.542, 0.125, -0.558], [2.160, -0.367, 3.273], [-1.870, 2.160, 0.972], [0.819, -0.176, -0.929], [0.913, -0.507, -0.873], [-0.529, -0.591, 0.626], [-0.164, 0.142, -0.019], [0.137, 0.049, -0.219], [-0.071, 0.220, 0.032], [-1.223, 0.893, -0.007], [1.527, -0.500, 0.865], [0.183, -0.206, 0.483], [-1.695, -0.746, -0.372], [0.067, -0.204, 0.380], [0.120, -0.242, 0.126], [0.224, 0.042, -0.137], [0.440, 0.173, 0.842], [0.271, 0.143, -0.490], [-0.348, 0.720, -0.117], [0.823, -0.581, -0.466], [0.049, 0.441, -0.422], [-0.254, -0.347, -0.497], [0.043, -0.194, -0.171], [-0.985, 1.950, -0.310], [2.946, -0.084, 0.971], [0.318, 0.496, -1.080], [-1.381, -2.633, -0.769], [-0.604, -0.010, 0.895], [-0.934, -0.787, 1.265], [1.404, -0.563, -1.118], [-0.152, 0.276, -0.131], [-0.533, 0.179, 0.542], [0.814, -0.229, 0.724], [-0.250, -0.004, -0.422], [-0.525, 0.567, -0.365], [0.269, 0.191, -0.022], [-0.242, 0.265, -0.083], [0.114, 0.107, -0.609], [0.077, 0.264, 0.256], [-0.061, -0.026, -0.256], [-0.005, -0.254, 0.232], [-0.004, -0.051, 0.041], [-0.052, -0.018, 0.058], [0.185, 0.054, -0.065], [0.000, -0.067, -0.136], [-0.300, 0.408, 0.229], [0.076, -0.071, 0.006], [-0.030, -0.148, -0.042], [0.006, 0.064, 0.084], [0.080, 0.005, -0.065], [0.119, -0.170, 0.035], [-0.007, 0.113, 0.037], [-0.396, 0.214, -0.151], [-0.090, -1.542, -0.031], [0.112, 0.468, 0.048], [-0.269, 0.125, -0.066]], "mulliken_charge": [0.3934, 0.7783, -0.2173, -0.2083, -0.2298, 1.0997, -0.5423, -0.7103, -0.2655, 0.4039, -0.5079, -0.5196, 0.7360, -0.1714, -0.2057, -0.2105, -1.0977, 1.1306, -0.5325, -0.6392, 0.3851, 0.3398, 0.1455, -1.3925, 1.2660, -0.3081, -0.6600, 0.2843, 0.3771, 0.4157, 2.2475, -0.0915, -0.1668, 0.0856, -0.9396, -1.2068, 0.4717, 0.3507, -0.2862, 0.6058, -0.5606, -0.3706, 0.1767, 0.3864, 0.3473, 0.2608, -0.4278, 0.2294, -0.6738, 0.2833, 0.3056, -0.6298, 0.3084, 0.3053, -0.6647, 0.2891, 0.2706, -0.6567, 0.3071, 0.0711, -0.4925, 0.2558, 0.2727], "orbital_gap_ha": 0.3221}


[2]
{"formula": "C10H26BN6O6P2", "method": "the ωB97M-V functional and the def2-TZVPD basis", "species": ["O", "N", "O", "C", "C", "N", "C", "C", "B", "O", "O", "N", "P", "O", "H", "H", "H", "H", "H", "H", "H", "H", "O", "P", "N", "C", "C", "N", "C", "C", "N", "C", "C", "H", "H", "H", "H", "H", "H", "H", "H", "H", "H", "H", "H", "H", "H", "H", "H", "H", "H"], "xyz": [[1.105, 2.440, -4.059], [0.517, 1.690, -3.262], [1.429, 1.123, -2.416], [0.819, -0.208, -2.087], [0.356, -0.868, -3.525], [-1.023, -0.908, -4.176], [-0.972, -1.616, -5.536], [0.647, -1.985, -5.675], [1.324, -2.724, -6.978], [1.136, -4.196, -7.131], [2.144, -1.920, -7.952], [1.383, -1.532, -4.434], [3.092, -1.601, -3.941], [4.050, -2.391, -4.917], [-0.112, 0.033, -1.414], [1.629, -0.871, -1.534], [-1.928, -0.507, -3.784], [-1.850, -1.822, -6.300], [0.542, -4.283, -7.933], [1.998, -0.958, -7.642], [3.281, -2.164, -2.618], [3.572, -0.218, -3.859], [-0.594, 0.514, 1.191], [-1.156, 0.621, 2.630], [-0.852, 2.302, 2.701], [-0.421, 3.079, 3.853], [-1.828, 3.095, 1.948], [0.181, -0.258, 3.260], [1.520, 0.327, 3.219], [0.262, -1.626, 2.722], [-1.802, 0.745, 4.284], [-1.122, 0.277, 5.491], [-3.182, 0.249, 4.305], [-1.244, 3.288, 4.545], [-0.008, 4.042, 3.533], [0.376, 2.599, 4.416], [-2.768, 3.187, 2.501], [-2.053, 2.633, 0.981], [-1.448, 4.100, 1.730], [1.755, 0.773, 2.250], [2.292, -0.417, 3.448], [1.633, 1.087, 3.994], [0.679, -1.649, 1.713], [-0.735, -2.081, 2.682], [0.876, -2.262, 3.369], [-1.016, -0.816, 5.511], [-1.687, 0.570, 6.385], [-0.137, 0.733, 5.612], [-3.210, -0.840, 4.184], [-3.756, 0.694, 3.484], [-3.695, 0.518, 5.234]], "forces_ev_per_a": [[-2.634, -2.799, 3.438], [2.547, 3.676, -3.797], [-0.191, -2.339, 0.272], [-1.083, 0.206, -0.082], [-1.066, -1.566, -2.635], [4.372, -1.782, -1.495], [6.177, 0.322, 2.748], [-3.939, 1.653, 2.139], [2.192, -1.236, -2.161], [-0.966, 4.354, -0.841], [-3.449, -0.273, 3.974], [-6.906, 1.641, 0.428], [5.499, -2.129, -3.310], [-3.975, 2.450, 2.832], [1.740, -0.930, -1.107], [-1.844, 1.529, -1.289], [1.930, -0.591, -0.356], [2.000, 0.649, 2.071], [1.208, -0.317, 0.976], [0.641, -2.000, -0.977], [-1.127, 0.495, -0.662], [-1.192, -0.942, 0.128], [-3.876, -1.435, -1.202], [7.332, 3.010, 0.998], [-0.160, 1.559, -0.674], [-0.346, -0.253, 0.544], [0.150, -0.180, -0.588], [1.277, -1.258, 0.711], [-0.015, 0.386, 0.102], [-0.483, 0.093, 0.428], [-2.765, -1.788, -0.059], [0.600, -0.629, 0.063], [-0.628, 0.316, 0.212], [0.003, 0.054, 0.087], [-0.138, -0.159, -0.281], [-0.098, -0.186, -0.049], [-0.112, 0.231, 0.073], [0.101, -0.070, 0.163], [0.018, -0.149, 0.196], [0.072, 0.059, -0.076], [-0.351, -0.127, -0.088], [-0.041, 0.112, -0.123], [-0.023, 0.013, -0.137], [0.028, 0.005, -0.051], [-0.030, 0.208, 0.006], [0.060, 0.196, 0.121], [-0.376, 0.130, -0.379], [-0.132, -0.176, -0.306], [-0.204, 0.037, 0.171], [0.050, -0.017, -0.093], [0.152, -0.055, -0.066]], "mulliken_charge": [-0.3381, 0.1950, -0.1080, -0.1959, 0.1853, -0.0549, -0.4092, 0.2177, 0.5027, -0.4884, -0.4928, 0.1805, 0.3505, -0.6019, 0.2822, 0.1212, 0.3034, 0.3512, 0.3254, 0.3281, 0.1471, 0.1840, -0.7544, 0.8492, 0.1860, -0.8745, -1.1142, 0.1372, -1.0231, -1.0690, -0.0406, -0.8961, -1.0880, 0.3160, 0.3474, 0.2060, 0.3348, 0.2634, 0.3529, 0.2397, 0.4114, 0.2539, 0.2108, 0.3805, 0.3627, 0.3066, 0.3748, 0.2668, 0.3522, 0.3607, 0.3618], "orbital_gap_ha": 0.1968, "total_charge": 1}


[3]
{"formula": "C10H26Br4O3S3", "method": "the ωB97M-V functional and the def2-TZVPD basis", "species": ["C", "S", "O", "C", "H", "H", "H", "H", "H", "H", "C", "S", "O", "C", "H", "H", "H", "H", "H", "H", "C", "S", "O", "C", "H", "H", "H", "H", "H", "H", "Br", "C", "C", "Br", "H", "H", "H", "H", "Br", "C", "C", "Br", "H", "H", "H", "H"], "xyz": [[3.768, 1.509, -7.394], [4.254, 3.300, -7.081], [2.988, 4.100, -6.876], [4.881, 3.079, -5.324], [4.546, 0.764, -7.563], [3.073, 1.492, -8.234], [3.060, 1.259, -6.604], [3.957, 2.862, -4.788], [5.310, 3.996, -4.921], [5.451, 2.165, -5.157], [-5.622, -0.426, 6.700], [-4.578, -1.384, 5.488], [-3.524, -2.193, 6.261], [-5.829, -2.721, 5.262], [-5.068, 0.445, 7.052], [-6.093, -0.894, 7.565], [-6.444, 0.027, 6.145], [-5.480, -3.580, 4.688], [-6.763, -2.405, 4.798], [-6.244, -3.125, 6.185], [2.421, -4.998, -0.180], [3.454, -3.502, -0.112], [2.871, -2.523, -1.084], [2.638, -2.857, 1.428], [2.775, -5.592, 0.663], [2.361, -5.665, -1.040], [1.466, -4.523, 0.046], [1.657, -3.229, 1.723], [2.571, -1.783, 1.252], [3.225, -3.143, 2.301], [3.256, 4.429, 4.157], [2.797, 5.724, 2.613], [1.856, 6.879, 3.018], [0.003, 6.067, 3.067], [2.465, 5.025, 1.845], [3.695, 6.255, 2.299], [1.952, 7.715, 2.325], [2.108, 7.284, 3.998], [-5.774, -1.816, -3.268], [-3.879, -1.872, -2.574], [-3.054, -2.842, -3.439], [-3.749, -4.680, -3.216], [-3.892, -2.354, -1.596], [-3.588, -0.822, -2.544], [-1.968, -2.760, -3.397], [-3.310, -2.686, -4.487]], "forces_ev_per_a": [[-1.183, 0.831, 0.337], [-0.266, -0.161, 0.907], [0.964, -1.011, -0.363], [-1.160, -0.744, -0.474], [0.208, 0.407, 0.306], [0.432, 0.451, -0.494], [0.476, -0.256, 0.539], [-0.229, 0.334, 0.036], [0.162, -0.167, -0.390], [0.595, 0.311, -0.398], [-0.076, 0.824, -0.506], [-0.116, -2.731, 2.593], [-1.038, 1.787, -1.116], [-1.318, 0.023, -0.324], [0.430, -0.233, -0.012], [0.541, -0.746, -0.184], [-0.060, -0.156, -0.427], [0.596, 0.407, -0.056], [0.191, 0.576, -0.557], [0.855, 0.246, 0.580], [-0.244, 0.218, 0.829], [-1.534, 0.977, -0.013], [0.586, -0.499, -0.427], [0.689, -0.669, 0.653], [-0.240, -0.086, 0.214], [0.478, 0.658, -0.326], [-0.288, -0.716, -0.188], [-0.243, -0.233, -0.895], [0.319, -0.136, 0.140], [0.461, 0.492, 0.008], [-0.354, 1.322, -1.220], [0.331, 0.389, 1.042], [-0.381, -1.846, 0.127], [0.970, 1.015, 0.040], [-0.227, 0.487, 0.117], [0.457, -0.670, 0.164], [-0.536, -0.329, -0.339], [-0.262, -0.370, 0.067], [1.017, 0.026, 0.508], [-0.358, -1.174, -0.271], [-1.213, 0.514, -1.312], [0.681, 0.433, 0.251], [-0.420, 0.639, 0.190], [0.310, -0.352, -0.120], [-0.143, -0.293, 0.726], [0.142, 0.209, 0.037]], "mulliken_charge": [-0.9181, 0.4776, -0.5919, -0.8820, 0.3434, 0.3306, 0.2942, 0.2982, 0.3021, 0.3461, -0.9338, 0.4881, -0.6046, -0.9670, 0.3208, 0.3241, 0.3497, 0.3193, 0.3788, 0.3243, -0.8150, 0.4789, -0.6154, -0.9375, 0.3108, 0.3335, 0.2594, 0.3306, 0.3193, 0.3356, -0.1377, -0.6381, -0.5397, -0.1532, 0.3972, 0.3331, 0.3587, 0.3796, -0.1330, -0.5547, -0.6141, -0.1146, 0.3229, 0.3787, 0.3913, 0.3234], "orbital_gap_ha": 0.3440, "relative_energy_kj_mol": 213.2}